Molecular formula: H6O3
Method: DFT, ωB97M-V/def2-TZVPD

The calculation puts the LUMO energy at 0.0140 Ha. Its total energy is -6239.958 eV. As for the charge: 0. The SMILES is O.O.O. The value obtained for the orbital gap is 0.402 hartree. The value obtained for the relative energy (zero: lowest compared OMol25 entry of this formula, charge and spin) is 0.2950 eV.

CARTESIAN COORDINATES (ANGSTROEM)
O1 11.96857 -17.11612 -4.67877
H1 12.24929 -16.59953 -5.44033
H2 11.42967 -17.82979 -5.05360
O2 11.17646 -19.12402 -6.71520
H3 10.82969 -20.01878 -6.61533
H4 10.96996 -18.87776 -7.62453
O3 12.79013 -16.30874 -1.98414
H5 12.63550 -15.35988 -2.01560
H6 12.38590 -16.65573 -2.80328

Molecular formula: H6O3
Method: DFT, ωB97M-V/def2-TZVPD

The calculation puts the LUMO energy at 0.0033 Ha. Its total energy is -6239.035 eV. As for the charge: 0. The SMILES is O.O.O. The value obtained for the orbital gap is 0.407 hartree. The value obtained for the relative energy (zero: lowest compared OMol25 entry of this formula, charge and spin) is 1.2178 eV.

CARTESIAN COORDINATES (ANGSTROEM)
O1 -0.05206 0.08290 -1.33466
H1 0.88719 0.13578 -1.59920
H2 -0.39891 -0.75005 -1.07609
O2 -0.24425 2.57750 -0.51054
H3 0.10297 2.61642 -1.45922
H4 -0.35271 1.68038 -0.65069
O3 0.24370 -2.52138 2.05901
H5 0.19516 -1.64839 1.77812
H6 -0.01285 -3.14626 1.29662

Molecular formula: H6S3
Method: DFT, ωB97M-V/def2-TZVPD

The calculation puts the LUMO energy at 0.0244 Ha. Its total energy is -32602.568 eV. As for the charge: 0. The SMILES is S.S.S. The value obtained for the orbital gap is 0.379 hartree. The value obtained for the relative energy (zero: lowest compared OMol25 entry of this formula, charge and spin) is 0.0620 eV.

CARTESIAN COORDINATES (ANGSTROEM)
S1 -1.89694 3.25489 -0.39401
H1 -2.48635 3.02796 0.77791
H2 -1.10219 4.21261 0.09770
S2 2.37759 0.37721 -0.54793
H3 2.95601 -0.81163 -0.35020
H4 1.15219 -0.13257 -0.66746
S3 -0.53704 -3.51191 0.72918
H5 -0.90559 -4.12605 1.85675
H6 0.65440 -4.11195 0.69906

Molecular formula: H7ISi3
Method: DFT, ωB97M-V/def2-TZVPD

The calculation puts the LUMO energy at -0.0539 Ha. Its total energy is -31843.956 eV. As for the charge: 0. The value obtained for the orbital gap is 0.276 hartree. The value obtained for the relative energy (zero: lowest compared OMol25 entry of this formula, charge and spin) is 1.8202 eV.

CARTESIAN COORDINATES (ANGSTROEM)
Si1 -0.35112 0.72633 1.64111
Si2 -0.09095 -0.67355 -0.09813
Si3 0.15041 4.90897 2.34762
I1 -2.08229 4.15687 3.40732
H1 -0.57229 2.30334 1.57634
H2 -1.37255 0.21659 2.45246
H3 0.89043 0.44353 2.47847
H4 1.13693 -0.93039 -0.71929
H5 -0.99302 -1.83014 0.10850
H6 -0.64929 -0.13159 -1.32585
H7 0.72325 5.46553 3.56997